Record 1
Formula: C7H11NO
Source: the Open Molecules 2025 dataset
Level of theory: ωB97M-V/def2-TZVPD

Geometry (Å):
C1 -1.78680 -1.84004 0.04367
C2 -1.25730 -0.75505 -0.52222
C3 -0.76376 0.48304 -0.01897
C4 -1.78375 1.26257 0.81206
N1 -0.00939 1.26316 -0.95769
C5 1.21467 1.23271 -0.75009
C6 1.63566 0.35816 0.40116
C7 2.20978 -0.89236 -0.36781
O1 0.50484 0.04226 1.09352
H1 -2.08159 -2.68963 -0.47829
H2 -1.75425 -1.72456 1.19875
H3 -1.33178 -0.75056 -1.67563
H4 -1.54052 1.17908 1.79977
H5 -2.84975 1.03095 0.65842
H6 -1.57254 2.28381 0.41724
H7 1.99950 1.85767 -1.18948
H8 2.42717 0.79731 1.12894
H9 1.42459 -0.88688 -1.13682
H10 2.16268 -1.76124 0.29863
H11 3.15254 -0.49041 -0.75513

Forces on the atoms, in the same order (eV/Å):
C 1.628 3.202 3.753
C -1.577 -2.532 -4.625
C 2.245 0.049 3.027
C 0.160 1.605 -3.413
N -1.753 0.177 -0.578
C 1.678 1.130 1.950
C 1.815 -0.569 0.842
C -1.113 1.975 0.610
O -2.812 0.689 -1.049
H -0.627 -1.179 -0.611
H -0.364 -1.132 -1.899
H 0.461 0.015 1.642
H 0.657 -0.118 2.640
H 0.627 -0.204 -0.241
H -0.645 -0.271 0.916
H -0.617 -0.249 -0.744
H -1.184 -0.334 -1.280
H 0.729 -1.310 -0.299
H 0.545 0.174 -0.493
H 0.150 -1.117 -0.147

Structure (SMILES): C=C[C@]1(C)N=C[C@H](C)O1
Total charge: 0
Energy above the lowest of the compared OMol25 structures with the same formula, charge and spin in kJ/mol: 341.12
Multiplicity: 1
Calculated total energy in Eh: -403.204036

Let us look at the natural (NBO) charges, expressed in e, one per atom:
1. C -0.357
2. C -0.243
3. C 0.364
4. C -0.640
5. N -0.429
6. C 0.139
7. C 0.032
8. C -0.633
9. O -0.583
10. H 0.213
11. H 0.201
12. H 0.213
13. H 0.241
14. H 0.226
15. H 0.230
16. H 0.201
17. H 0.180
18. H 0.205
19. H 0.235
20. H 0.206


Record 2
Formula: C7H11NO2
Source: the Open Molecules 2025 dataset
Level of theory: ωB97M-V/def2-TZVPD

Geometry (Å):
C1 -3.20264 0.28038 0.04680
C2 -2.23967 0.39930 0.94693
C3 -0.52831 0.83794 0.59083
N1 0.13818 0.86288 1.81957
C4 -0.16345 -0.27469 -0.39067
C5 1.29609 -0.27555 -0.76413
C6 1.75961 0.28230 -1.88039
C7 2.15732 -1.11402 0.12599
O1 1.92651 -1.27244 1.29545
O2 3.18952 -1.76456 -0.44313
H1 -4.22915 0.03720 0.29134
H2 -3.00729 0.38443 -1.01552
H3 -2.48427 0.21321 1.99143
H4 -0.44513 1.81981 0.11387
H5 0.05598 -0.04494 2.26823
H6 -0.07535 1.65480 2.41100
H7 -0.46651 -1.22785 0.04527
H8 -0.76024 -0.14021 -1.29338
H9 1.09568 0.78111 -2.56846
H10 2.79361 0.22317 -2.18714
H11 3.18949 -1.66226 -1.40387

Forces on the atoms, in the same order (eV/Å):
C 0.216 -0.066 -0.283
C 1.962 1.228 -1.122
C -4.263 -0.877 0.376
N 1.103 -0.403 0.335
C 0.453 0.434 0.272
C -0.136 -0.560 -0.590
C -0.090 -0.253 0.161
C -0.093 -0.025 0.591
O 0.141 -0.156 -0.401
O 0.330 -0.064 -0.145
H 0.021 -0.113 0.192
H 0.019 0.210 -0.027
H 0.409 0.214 0.091
H -0.409 -0.172 -0.008
H 0.315 0.495 0.345
H -0.188 -0.324 -0.063
H 0.249 -0.042 -0.013
H 0.008 0.073 0.053
H -0.112 0.196 -0.010
H 0.174 0.111 0.106
H -0.109 0.095 0.140

Structure (SMILES): C=C[C@@H](N)CC(=C)C(=O)O
Total charge: 0
Energy above the lowest of the compared OMol25 structures with the same formula, charge and spin in kJ/mol: 265.63
Multiplicity: 1
Calculated total energy in Eh: -478.495611

Let us look at the natural (NBO) charges, expressed in e, one per atom:
1. C -0.434
2. C -0.209
3. C 0.001
4. N -0.837
5. C -0.452
6. C -0.095
7. C -0.360
8. C 0.755
9. O -0.557
10. O -0.665
11. H 0.199
12. H 0.182
13. H 0.186
14. H 0.197
15. H 0.378
16. H 0.374
17. H 0.232
18. H 0.222
19. H 0.205
20. H 0.195
21. H 0.486


Record 3
Formula: C7H11NO3
Source: the Open Molecules 2025 dataset
Level of theory: ωB97M-V/def2-TZVPD

Geometry (Å):
C1 0.29765 3.56224 -1.18884
C2 0.28253 2.45633 -0.09329
C3 -0.68757 1.37236 -0.29030
C4 -0.62824 0.02688 0.61667
C5 -1.90307 -1.76422 -0.60408
C6 0.55388 -0.59181 0.45946
C7 2.70416 -0.96618 1.09591
H1 0.62459 4.56832 -0.62614
H2 -0.95950 3.62958 -1.68952
H3 1.11648 3.31702 -2.11809
H4 0.15180 2.99196 0.87015
H5 1.45354 2.25842 0.00988
H6 -1.72354 1.72760 -0.20771
H7 -0.75643 1.23579 -1.38512
H8 -0.88927 0.33829 1.58284
H9 3.10386 -0.70753 2.32043
H10 2.12882 -1.93745 1.25443
H11 3.43096 -0.87342 0.27474
N1 -1.82159 -0.80813 0.19532
O1 -2.05940 -2.70437 -1.29512
O2 0.64688 -1.83689 0.08488
O3 1.58174 0.10810 1.00696

Forces on the atoms, in the same order (eV/Å):
C -1.281 0.760 -1.831
C 3.945 2.515 1.194
C -1.343 -1.114 -0.913
C -7.255 3.140 -3.647
C 1.011 0.873 1.271
C 5.476 -7.464 -0.056
C -0.553 1.220 5.518
H -0.929 -2.068 -1.804
H 4.098 0.243 1.377
H -2.604 0.732 2.583
H -0.435 -0.376 -0.334
H -2.570 -0.657 -0.316
H 0.216 0.248 0.825
H 0.664 -1.243 0.278
H 0.250 0.365 1.540
H -0.458 -0.545 -4.115
H 1.610 1.303 -0.797
H -0.481 -0.076 0.589
N 0.352 -1.277 -1.476
O -0.147 1.522 0.920
O -0.587 5.384 0.589
O 1.021 -3.482 -1.394

Total charge: 0
Energy above the lowest of the compared OMol25 structures with the same formula, charge and spin in kJ/mol: 483.41
Multiplicity: 1
Calculated total energy in Eh: -553.651795

Let us look at the natural (NBO) charges, expressed in e, one per atom:
1. C -0.603
2. C -0.455
3. C -0.398
4. C -0.141
5. C 0.902
6. C 0.748
7. C -0.290
8. H 0.228
9. H 0.192
10. H 0.219
11. H 0.202
12. H 0.228
13. H 0.234
14. H 0.224
15. H 0.257
16. H 0.190
17. H 0.254
18. H 0.217
19. N -0.590
20. O -0.496
21. O -0.619
22. O -0.503